Here is a structure of composition C36H26ClNO2PPdSTe from OMol25. Energies are from the ωB97M-V functional and the def2-TZVPD basis.

Atoms and positions in Å:
Pd -1.148221 0.883768 0.470373
Cl -1.131036 -6.770854 4.326464
C -1.095296 -5.183008 3.630044
C -2.235983 -4.688371 3.015911
C -2.198274 -3.424192 2.453236
C -1.031765 -2.669036 2.505925
C 0.100806 -3.178278 3.129719
C 0.073357 -4.441591 3.700075
C -0.960249 -1.354408 1.838804
O 0.103497 -0.704398 1.777698
O -2.022311 -0.878625 1.260506
H -3.133456 -5.290616 2.981937
H -3.074485 -3.021230 1.961661
H 1.004996 -2.584213 3.153945
H 0.944246 -4.854960 4.190539
N 2.175785 4.451828 6.182821
C 1.637327 3.981966 5.283273
C 0.955217 3.388073 4.147143
C -0.116520 2.524698 4.361174
C -0.758325 1.937962 3.280142
C -0.315531 2.262377 2.017919
C 0.733940 3.111762 1.763881
C 1.380976 3.682691 2.856153
H -0.438254 2.304188 5.370143
H -1.580377 1.253138 3.446107
H 1.059037 3.347481 0.759588
H 2.211258 4.360845 2.705136
Te -3.587437 1.952675 -0.061284
C -2.683027 3.396771 -1.151452
C -3.207234 4.529043 -1.741472
C -2.222363 5.300380 -2.399498
C -0.971074 4.749248 -2.304503
S -0.997911 3.297404 -1.422196
H -4.255692 4.790508 -1.697368
H -2.424499 6.222955 -2.924979
H -0.047477 5.128295 -2.718350
C 0.686382 -4.715770 -0.179635
C 1.769149 -3.864723 0.000975
C 1.654258 -2.516694 -0.307139
C 0.453517 -2.023703 -0.814595
C -0.632075 -2.883267 -0.999508
C -0.513044 -4.226850 -0.682679
P 0.182929 -0.285248 -1.184386
C -0.481446 -0.288793 -2.864122
C -1.666216 0.354753 -3.202209
C -2.157273 0.292094 -4.501907
C -1.460100 -0.415431 -5.467774
C -0.279480 -1.073484 -5.138065
C 0.202719 -1.020642 -3.841376
C 1.741877 0.605646 -1.165774
C 2.437683 0.699532 0.044976
C 3.624218 1.413897 0.103936
C 4.106292 2.056283 -1.030043
C 3.400149 1.993571 -2.225056
C 2.217380 1.270152 -2.297513
H 0.778304 -5.764666 0.072792
H 2.704787 -4.248110 0.388567
H 2.501237 -1.862569 -0.152771
H -1.572217 -2.503667 -1.383348
H -1.357746 -4.889498 -0.821703
H -2.215115 0.901861 -2.453416
H -3.084302 0.791093 -4.754819
H -1.839756 -0.466067 -6.480465
H 0.258437 -1.636343 -5.890066
H 1.109597 -1.556476 -3.584511
H 2.044159 0.227094 0.938620
H 4.166971 1.475502 1.039104
H 5.032735 2.614250 -0.980626
H 3.772014 2.503266 -3.104485
H 1.670331 1.228732 -3.230195

Cartesian forces (eV/Å) of the 6 atoms listed first:
0.089 -0.438 0.374
-0.001 0.097 -0.044
0.003 -0.184 0.085
-0.042 0.079 -0.058
-0.132 -0.069 0.021
-0.023 -0.013 -0.060

**⟨S²⟩**: 6.032
**HOMO energy (alpha / beta)**: -11.12 / -11.44 eV
**LUMO energy (alpha / beta)**: -0.0841 / -0.2196 Ha
**Total charge**: +1
**2S+1**: 5
**F_max**: 0.0113 hartree/bohr

Here is a structure of composition C36H27F10GeMoN3 at a distorted geometry from OMol25. Energies are from the ωB97M-V functional and the def2-TZVPD basis.

Atoms and positions in Å:
Mo 0.368498 0.228921 0.640087
C -0.074977 -1.151373 3.520477
N 0.528017 0.043031 2.863375
C -0.144853 1.277055 3.376707
C 0.267354 2.493366 2.568585
N 0.435910 2.106842 1.152991
C 1.017337 3.020060 0.249850
C 1.182289 2.602011 -1.057192
F 0.770597 1.311935 -1.328387
C 1.730127 3.347810 -2.074940
F 1.878966 2.831122 -3.288393
C 2.147764 4.632002 -1.784478
F 2.689473 5.382781 -2.723101
C 1.992580 5.114877 -0.492521
F 2.379823 6.340674 -0.204389
C 1.438402 4.327664 0.504099
F 1.314286 4.870046 1.716668
C 1.981118 0.034662 3.226876
C 2.673352 -0.895046 2.250003
N 2.161579 -0.490522 0.945793
C 3.071366 -0.048552 -0.041060
C 3.806424 1.126142 0.109010
F 3.695628 1.813988 1.249952
C 4.622121 1.608021 -0.891507
F 5.264389 2.754826 -0.736199
C 4.727250 0.903178 -2.082678
F 5.480163 1.367942 -3.051257
C 4.034963 -0.288547 -2.252450
F 4.145389 -0.964472 -3.382502
C 3.231432 -0.758253 -1.234333
F 2.589593 -1.915701 -1.396478
H 0.098808 -1.098991 4.596507
H -1.142944 -1.194897 3.343090
H 0.374725 -2.058842 3.123289
H -1.217817 1.116823 3.307408
H 0.102415 1.425270 4.430636
H -0.470525 3.287358 2.690626
H 1.217830 2.885946 2.925495
H 2.379787 1.041719 3.119209
H 2.096341 -0.283465 4.263652
H 3.755959 -0.792994 2.305476
H 2.425774 -1.940197 2.444096
C -1.344637 -0.171821 1.100585
Ge -2.031449 -1.260572 -0.600659
C -3.887290 -0.758316 -0.571708
C -4.808551 -1.660676 -1.105712
C -6.154589 -1.325358 -1.150970
C -6.580351 -0.094347 -0.670496
C -5.665149 0.807963 -0.145665
C -4.317757 0.479249 -0.095233
C -1.045094 -0.696786 -2.162928
C -1.497384 0.463038 -2.808149
C -0.875905 0.903556 -3.963013
C 0.206579 0.196312 -4.483631
C 0.649947 -0.962572 -3.863661
C 0.018261 -1.419338 -2.711234
C -1.528325 -2.957408 0.187301
C -2.495192 -3.784887 0.756946
C -2.114088 -4.954097 1.405036
C -0.771600 -5.291120 1.500619
C 0.201180 -4.463271 0.949742
C -0.174874 -3.299968 0.298771
H -2.069630 -0.358193 1.889173
H -4.486592 -2.620962 -1.493451
H -6.868618 -2.025386 -1.563508
H -7.630163 0.163883 -0.706911
H -6.000454 1.768117 0.223588
H -3.609232 1.192908 0.313065
H -2.351142 1.005762 -2.416829
H -1.240346 1.787004 -4.470857
H 0.687794 0.539825 -5.390093
H 1.470356 -1.528297 -4.287326
H 0.341901 -2.349905 -2.267539
H -3.545385 -3.523252 0.695906
H -2.867898 -5.601262 1.833313
H -0.480122 -6.204629 2.002042
H 1.246755 -4.737134 1.013116
H 0.592356 -2.672267 -0.141741

Cartesian forces (eV/Å) of the 6 atoms listed first:
-0.225 1.147 -0.641
-0.054 -0.058 -0.017
-0.095 0.094 0.153
0.040 -0.018 -0.009
-0.098 0.050 -0.090
0.029 -0.283 -0.021

**HOMO energy (alpha / beta)**: -14.43 / -14.43 eV
**LUMO energy (alpha / beta)**: -0.3058 / -0.3058 Ha
**Total charge**: +2
**F_max**: 0.0259 hartree/bohr

Here is a structure of composition C36H27F5O12V4 at a distorted geometry from OMol25. Energies are from the ωB97M-V functional and the def2-TZVPD basis.

Atoms and positions in Å:
O -7.477069 -4.422264 -23.403243
V -8.248378 -3.077181 -23.141422
O -9.131315 -2.857413 -24.464714
O 0.476893 -7.398366 -20.736845
V -0.719530 -6.572019 -21.274072
O -1.765246 -7.435343 -22.026458
O -6.363759 5.229578 -20.224197
V -6.424068 3.797111 -19.659306
O -5.909943 3.781986 -18.127801
O 1.611474 0.622464 -16.275433
V 0.511113 0.641611 -17.441812
O -0.359258 1.951977 -17.232248
C -1.971063 0.505770 -21.530470
C -1.162048 -0.589426 -21.750634
C -1.580684 -1.863816 -22.496994
O -0.793838 -2.896804 -22.552698
C -2.849004 -1.980467 -22.845284
C -3.858887 -0.831988 -22.748921
C -3.321079 0.554697 -22.083794
O -4.118525 1.507087 -21.891923
O -5.041815 -0.972748 -23.042761
O -0.068737 -0.504093 -21.038800
H -1.608431 1.327310 -20.930482
H -3.119556 -2.982941 -23.142381
F 4.506841 -7.961186 -16.150306
C 4.381968 -6.707135 -16.709509
C 4.916791 -6.449345 -18.014203
C 4.689475 -5.164277 -18.582328
C 3.937024 -4.237207 -17.875144
C 3.369870 -4.495002 -16.658088
C 3.649917 -5.686448 -16.055432
H 5.552959 -7.212205 -18.438153
H 5.220920 -4.827272 -19.460047
H 3.784128 -3.270150 -18.331024
H 2.686141 -3.782405 -16.220929
H 3.240621 -5.863535 -15.071810
F -2.068672 -7.308880 -29.354481
C -1.388813 -6.284053 -28.748657
C -0.020525 -6.195186 -28.954833
C 0.709430 -5.194958 -28.442126
C 0.012734 -4.079825 -27.794048
C -1.312950 -4.170623 -27.557563
C -2.034401 -5.288968 -27.996968
H 0.463563 -6.754520 -29.741734
H 1.764042 -5.038164 -28.614211
H 0.522748 -3.175282 -27.497252
H -1.692608 -3.351531 -26.964815
H -3.086909 -5.332256 -27.758734
F 5.791597 1.247475 -18.883926
C 6.750262 0.677384 -19.593895
C 6.390211 -0.172441 -20.593613
C 7.456140 -0.736754 -21.334746
C 8.782256 -0.315145 -21.285080
C 9.100361 0.524325 -20.182502
C 8.075381 1.094529 -19.430218
H 5.383151 -0.329144 -20.950933
H 7.309667 -1.507267 -22.077210
H 9.539199 -0.754685 -21.917735
H 10.102732 0.829236 -19.920441
H 8.357414 1.882719 -18.747868
F 0.994518 8.153230 -26.952272
C 0.525059 6.977994 -26.371033
C 1.495638 6.104901 -25.851835
C 1.080196 4.921461 -25.123992
C -0.271747 4.670620 -24.941624
C -1.223847 5.596904 -25.360381
C -0.770417 6.767456 -26.046658
H 2.552190 6.290854 -25.976438
H 1.836763 4.246728 -24.751511
H -0.596059 3.738542 -24.502943
H -2.287987 5.556397 -25.180477
H -1.564454 7.489210 -26.169009
F 2.570170 5.191541 -20.393653
C 3.267484 6.329816 -20.577802
C 2.617665 7.540123 -20.365419
C 3.339840 8.740868 -20.683078
C 4.572759 8.680703 -21.305154
C 5.242183 7.467787 -21.478176
C 4.578007 6.266263 -21.054816
H 1.610721 7.600351 -19.979619
H 2.822371 9.663602 -20.465840
H 5.145372 9.538193 -21.626436
H 6.259299 7.274724 -21.785760
H 5.135649 5.348898 -21.172592

Cartesian forces (eV/Å) of the 6 atoms listed first:
-1.075 1.873 0.655
-0.288 -1.378 -3.938
1.882 -0.296 3.152
-0.882 -0.265 -0.489
0.110 1.282 -0.450
0.846 -0.278 0.552

**HOMO energy**: -11.10 eV
**LUMO energy**: -0.3249 Ha
**Total charge**: +2
**F_max**: 0.1021 hartree/bohr